(1)
A structure of composition C24H20GeNOSTeW, computed with ωB97M-V/def2-TZVPD.

Its total charge is 0. The HOMO energy (spin up / spin down) is -7.07 / -7.21 eV. The LUMO energy (spin up / spin down) is -0.33 / -1.03 eV. The value obtained for the orbital gap (spin up / spin down) is 6.75 / 6.18 eV. The spin multiplicity is 2. The energy above the lowest of the compared OMol25 structures with the same formula, charge and spin comes out at 0.972 eV.

Geometry as XYZ:
```
50
Properties=species:S:1:pos:R:3:mulliken_charge:R:1
W 1.7248 -1.7656 -0.8392 0.71
O 0.7821 -2.2335 0.9727 -0.48
N 1.5076 -2.5784 2.0521 0.36
C 0.8031 -3.0457 3.1069 -0.30
C 1.4533 -3.4075 4.2511 -0.75
C 2.8470 -3.2750 4.2970 -0.14
C 3.5309 -2.7947 3.2145 -0.78
C 2.8435 -2.4257 2.0406 0.64
S 3.6140 -1.7770 0.6500 -0.43
H -0.2608 -3.0991 2.9397 0.49
H 0.8812 -3.7860 5.0842 0.41
H 3.3871 -3.5571 5.1911 0.38
H 4.6050 -2.6820 3.2224 0.42
C 2.0378 -0.2755 -1.7953 -0.76
Ge 0.0665 0.3086 -1.0249 1.10
C -0.0594 1.6372 -2.4553 -0.19
C -0.2231 2.9881 -2.1605 -0.13
C -0.3862 3.9235 -3.1778 -0.64
C -0.3887 3.5148 -4.5018 -0.45
C -0.2249 2.1687 -4.8076 -0.62
C -0.0604 1.2387 -3.7923 -0.30
C -1.6928 -0.5678 -1.0658 0.26
C -2.7482 0.3372 -1.2237 -0.36
C -4.0677 -0.0924 -1.2212 -0.69
C -4.3541 -1.4433 -1.0732 -0.45
C -3.3159 -2.3489 -0.9241 -0.71
C -1.9941 -1.9150 -0.9148 -0.12
C 0.2373 1.1921 0.6917 0.01
C 1.3347 2.0159 0.9460 0.02
C 1.4750 2.6616 2.1660 -0.76
C 0.5185 2.4816 3.1569 -0.43
C -0.5718 1.6573 2.9223 -0.67
C -0.7119 1.0152 1.6974 -0.16
H 2.3161 0.5423 -2.4440 0.45
H -0.2273 3.3279 -1.1303 0.35
H -0.5120 4.9704 -2.9308 0.40
H -0.5180 4.2412 -5.2940 0.38
H -0.2267 1.8453 -5.8409 0.39
H 0.0653 0.1932 -4.0539 0.36
H -2.5504 1.3950 -1.3570 0.32
H -4.8645 0.6306 -1.3436 0.40
H -5.3812 -1.7855 -1.0808 0.37
H -3.5292 -3.4054 -0.8173 0.39
H -1.2144 -2.6579 -0.7976 0.19
H 2.1001 2.1505 0.1883 0.41
H 2.3314 3.2991 2.3456 0.40
H 0.6245 2.9826 4.1110 0.39
H -1.3182 1.5127 3.6938 0.41
H -1.5698 0.3748 1.5264 0.36
Te 1.8847 -3.6872 -2.4001 -0.43
```

(2)
A structure of composition C24H20N3O6S2Zr, computed with ωB97M-V/def2-TZVPD.

Its total charge is +1. The HOMO energy is -11.75 eV. The LUMO energy is -4.14 eV. The value obtained for the orbital gap is 7.61 eV. The spin multiplicity is 1.

Geometry as XYZ:
```
56
Properties=species:S:1:pos:R:3:mulliken_charge:R:1
Zr 0.6212 -0.3589 -0.5423 1.21
C -4.8559 0.9642 4.8242 -1.43
C -4.0766 1.0253 3.5441 0.92
C -4.1396 2.1481 2.7216 -0.84
C -3.4174 2.2097 1.5432 -0.51
C -2.6167 1.1296 1.1947 -0.06
C -2.5396 -0.0106 1.9908 -0.28
C -3.2747 -0.0507 3.1581 -0.88
S -1.6699 1.2667 -0.2630 1.99
O -2.3181 2.1152 -1.2060 -0.69
O -1.4513 -0.1576 -0.7921 -0.75
N -0.1515 1.6577 0.0419 -0.67
C 0.2340 2.0606 1.3929 -0.72
C 0.5037 0.8137 2.2461 0.85
O 0.6229 0.8460 3.4359 -0.64
O 0.6155 -0.2899 1.5008 -0.50
H -5.4872 1.8412 4.9486 0.36
H -4.1794 0.9033 5.6778 0.34
H -5.4889 0.0767 4.8469 0.36
H -4.7681 2.9827 3.0031 0.35
H -3.4799 3.0721 0.8932 0.47
H -1.9251 -0.8505 1.7001 0.47
H -3.2272 -0.9326 3.7839 0.43
H -0.4956 2.7026 1.8852 0.31
H 1.1657 2.6262 1.3298 0.43
O 2.9734 -3.7382 -0.9332 -0.64
S 2.3851 -2.4762 -0.6565 1.33
O 0.9726 -2.5212 -0.1210 -0.61
N 2.2648 -1.3668 -1.7915 -0.33
C 1.5429 -1.6639 -2.9715 -0.25
C 1.5799 -2.8388 -3.6875 -0.67
C 0.8965 -2.9413 -4.9122 -0.86
C 0.2116 -1.8818 -5.4395 -0.88
C 0.1477 -0.6666 -4.7284 1.01
C -0.4993 0.4992 -5.2005 -0.55
C -0.5042 1.6370 -4.4419 -0.83
C 0.0778 1.6115 -3.1658 -0.25
N 0.6905 0.5456 -2.6902 -0.23
C 0.7806 -0.5794 -3.4732 0.90
C 3.2337 -1.5297 0.5763 0.98
C 3.4419 -2.1590 1.7960 -0.93
C 3.8936 -1.4120 2.8688 -0.53
C 4.1281 -0.0493 2.7246 -0.53
C 3.9358 0.5685 1.5004 -0.76
C 3.4819 -0.1638 0.4087 -0.23
H 2.1645 -3.6727 -3.3246 0.57
H 0.9447 -3.8751 -5.4552 0.42
H -0.2793 -1.9595 -6.4004 0.43
H -0.9831 0.4762 -6.1690 0.45
H -0.9861 2.5408 -4.7838 0.42
H 0.0077 2.4662 -2.5061 0.58
H 3.2329 -3.2156 1.9031 0.45
H 4.0517 -1.8892 3.8257 0.42
H 4.4683 0.5305 3.5713 0.41
H 4.1503 1.6224 1.3810 0.51
H 3.3928 0.3115 -0.5636 0.66
```

(3)
A cluster of 4 separate species, C24H20N4O8 in total, computed with ωB97M-V/def2-TZVPD.

Its total charge is 0. The HOMO energy is -9.77 eV. The LUMO energy is -1.06 eV. The value obtained for the orbital gap is 8.71 eV. The spin multiplicity is 1. The energy above the lowest of the compared OMol25 structures with the same formula, charge and spin comes out at 9.213 eV. Its SMILES is O=[N+]([O-])c1ccccc1.O=[N+]([O-])c1ccccc1.O=[N+]([O-])c1ccccc1.O=[N+]([O-])c1ccccc1.

Geometry as XYZ:
```
56
Properties=species:S:1:pos:R:3:mulliken_charge:R:1
O 1.1044 0.4979 3.9725 -0.53
N 1.7823 1.3516 4.5774 0.91
O 1.8752 2.5297 4.2119 -0.57
C 2.4979 0.8611 5.7876 0.09
C 2.5344 -0.4464 6.1859 -0.32
C 3.0894 -0.7403 7.4984 -0.37
C 3.6224 0.2198 8.3000 -0.42
C 3.7055 1.4975 7.8490 -0.36
C 3.1529 1.8354 6.6039 -0.39
H 2.0900 -1.2029 5.5561 0.48
H 3.1327 -1.7884 7.7552 0.34
H 3.9372 -0.0838 9.2875 0.38
H 4.1810 2.2798 8.4220 0.37
H 3.0477 2.8659 6.2985 0.39
O 1.8687 -0.5539 -3.3583 -0.58
N 1.3837 0.5779 -3.2890 1.02
O 1.3868 1.4001 -4.2154 -0.59
C 0.7992 1.0428 -1.9943 -0.11
C 1.0033 0.1545 -0.8912 -0.43
C 0.3969 0.4768 0.3347 -0.23
C -0.3277 1.6332 0.4749 -0.57
C -0.5469 2.4668 -0.6108 -0.57
C -0.0218 2.1860 -1.8487 -0.35
H 1.6623 -0.6989 -0.8294 0.53
H 0.5674 -0.2248 1.1379 0.52
H -0.7108 1.9262 1.4412 0.45
H -1.1222 3.3635 -0.4336 0.40
H -0.2312 2.8169 -2.6999 0.53
O -4.2093 -1.7205 -5.1344 -0.59
N -4.0915 -0.7062 -4.4814 1.05
O -4.6854 -0.5850 -3.4112 -0.62
C -3.2691 0.4165 -5.0055 0.13
C -3.3633 1.6711 -4.4145 -0.41
C -2.5243 2.6747 -4.8946 -0.44
C -1.6974 2.4569 -5.9719 -0.43
C -1.7075 1.1398 -6.6218 -0.49
C -2.4791 0.1904 -6.0826 -0.26
H -4.0059 1.8324 -3.5617 0.44
H -2.5616 3.6140 -4.3628 0.43
H -1.0069 3.2167 -6.3070 0.40
H -0.9773 0.8061 -7.3442 0.36
H -2.4449 -0.8316 -6.4299 0.43
O -1.1004 -2.2824 -3.1264 -0.46
N -0.3683 -3.0434 -2.4880 0.92
O 0.4126 -3.8555 -3.0036 -0.57
C -0.4187 -3.0586 -0.9894 -0.19
C -1.5769 -2.4933 -0.3799 -0.16
C -1.7083 -2.4791 0.9927 -0.78
C -0.5939 -2.6828 1.8360 -0.19
C 0.6045 -3.2185 1.2329 -0.49
C 0.6210 -3.4065 -0.1568 -0.19
H -2.4343 -2.1903 -0.9626 0.49
H -2.6283 -2.0793 1.3929 0.36
H -0.6808 -2.4439 2.8856 0.44
H 1.5045 -3.3479 1.8157 0.40
H 1.5303 -3.8373 -0.5493 0.43
```

no.,energy (eV)
1,-105217.394
2,-64916.281
3,-47540.500